*a*
Molecular formula: C3H8N2
Method: DFT, ωB97M-V/def2-TZVPD

Structure (ORCA input):
```
! RIJCOSX wB97M-V def2-TZVPD def2/J DEFGRID3
* xyz 0 1
C 1.0418 0.5630 -1.6793
C -0.3179 0.0613 -1.0238
C -0.0354 -0.2215 0.4049
N -1.0355 -0.1236 1.2162
N -0.9381 -0.6723 2.5604
H 1.0066 0.4431 -2.8846
H 1.8009 -0.1522 -1.3754
H 1.2421 1.6851 -1.4616
H -1.1791 0.6562 -1.1905
H -0.7171 -0.9002 -1.4633
H 0.8545 -0.6823 0.7312
H 0.0549 -0.4618 3.0119
H -1.7777 -0.1948 3.1539
*
```

## Properties
Highest occupied orbital energy = -8.89 eV
SMILES = CC/C=N/N
Gap between HOMO and LUMO = 10.004 eV

Atomic partial charges in e from the Löwdin method, atoms 1 to 4: -0.119 -0.251 -0.229 -0.078

*b*
Molecular formula: C3H8N2
Method: DFT, ωB97M-V/def2-TZVPD

Structure (ORCA input):
```
! RIJCOSX wB97M-V def2-TZVPD def2/J DEFGRID3
* xyz 0 1
H 0.4807 2.9803 2.0055
N 0.3207 1.9832 2.0116
C 0.2316 1.4892 0.8467
N -0.0356 0.2051 0.5691
C 0.0986 -0.3059 -0.7852
C -0.3178 -1.7674 -0.8213
H 0.2693 2.1217 -0.0538
H -0.3095 -0.3608 1.3546
H 1.1169 -0.0976 -1.1063
H -0.5987 0.2293 -1.4375
H -0.0319 -2.3641 0.0229
H 0.1418 -2.2047 -1.7127
H -1.3661 -1.9083 -0.8935
*
```

## Properties
Highest occupied orbital energy = -8.72 eV
SMILES = [H]/N=C/NCC
Gap between HOMO and LUMO = 9.773 eV

Atomic partial charges in e from the Löwdin method, atoms 1 to 4: 0.021 0.052 -0.376 -0.033

The calculated energies rank the structures as follows, beginning with the most stable: *b*, *a*.